[1]
ORCA calculation (wB97M-V/def2-TZVPD) on a molecular structure, C22H32N4RuS2.

⟨S²⟩   0.761
ΔE to the lowest compared entry with this formula, charge and spin   3.8 kcal per mole
Charge   +1
Multiplicity   2

Cartesian coordinates (Å):
1 Ru -0.05982 0.27197 0.44149
2 C -0.79755 1.38839 3.06662
3 N -1.25895 1.53626 1.66296
4 C -1.04469 2.93260 1.17745
5 C -1.20383 2.86487 -0.31714
6 N -0.10177 1.97409 -0.80344
7 C -0.37690 1.52505 -2.19127
8 C 1.14733 2.78786 -0.77043
9 C 1.25705 3.94094 -1.53485
10 C 2.39934 4.72117 -1.45536
11 C 3.43031 4.35444 -0.60016
12 C 3.32241 3.20163 0.15622
13 C 2.18013 2.40823 0.07403
14 S 2.06196 0.87856 0.94022
15 C -2.72194 1.26080 1.59095
16 C -3.61432 2.06700 2.28578
17 C -4.97671 1.83769 2.19752
18 C -5.44957 0.79985 1.40353
19 C -4.55964 -0.00616 0.72047
20 C -3.18331 0.20990 0.80960
21 S -2.05046 -0.87387 0.01129
22 H -1.43937 1.95345 3.74290
23 H 0.22918 1.73477 3.13744
24 H -0.83925 0.33330 3.33536
25 H -0.03147 3.23436 1.44279
26 H -1.75130 3.61885 1.63987
27 H -1.13654 3.84236 -0.78950
28 H -2.15830 2.40757 -0.57880
29 H -0.40062 2.37474 -2.87382
30 H -1.32825 0.99968 -2.20462
31 H 0.41265 0.84093 -2.49761
32 H 0.46140 4.24516 -2.20341
33 H 2.48195 5.61375 -2.05971
34 H 4.32102 4.96403 -0.53163
35 H 4.12565 2.89827 0.81508
36 H -3.26039 2.87623 2.91198
37 H -5.66495 2.46485 2.74670
38 H -6.51271 0.61737 1.32438
39 H -4.91857 -0.82410 0.10935
40 C 2.26112 -5.13256 -2.30491
41 C 2.78499 -4.48731 -1.03112
42 N 1.75979 -3.74222 -0.29168
43 C 0.85291 -4.52798 0.54953
44 C -0.52847 -4.75365 -0.05721
45 C 1.61789 -2.41178 -0.39477
46 C 2.53606 -1.66939 -1.31841
47 N 0.69679 -1.75842 0.26635
48 H 3.07441 -5.63035 -2.83256
49 H 1.82439 -4.38923 -2.97323
50 H 1.49972 -5.88047 -2.08636
51 H 3.62013 -3.82708 -1.24686
52 H 3.17225 -5.25000 -0.35444
53 H 0.78314 -4.05305 1.53261
54 H 1.33908 -5.48742 0.71911
55 H -1.03290 -3.82097 -0.31045
56 H -1.15735 -5.28876 0.65408
57 H -0.45915 -5.35268 -0.96364
58 H 3.54288 -1.62121 -0.90232
59 H 2.17758 -0.65465 -1.44839
60 H 2.58891 -2.16320 -2.28726
61 H 0.05664 -2.37444 0.74969


[2]
ORCA calculation (wB97M-V/def2-TZVPD) on a gas-phase ion, C19H31FN3OSSi (charge +1) at a distorted geometry.

Charge   +1
E_tot   -1769.2001 hartree

Cartesian coordinates (Å):
1 C 0.60642 5.85961 1.28488
2 C 1.20148 4.50660 0.63728
3 C 2.03303 4.46624 -0.67809
4 C 2.53170 3.11097 -1.25148
5 C 2.21027 1.76466 -0.50087
6 C 2.73868 0.40175 -1.14537
7 C 1.85647 -0.88028 -0.81982
8 N 0.71620 -1.35767 -1.59278
9 C 0.10811 -0.74442 -2.80875
10 C -1.49407 -0.46460 -2.64446
11 O -1.72717 -0.07982 -1.27438
12 Si -3.37951 -0.30694 -0.77963
13 C -4.05872 -2.07809 -1.00716
14 C -4.43137 1.02262 -1.66569
15 C -3.47404 0.06166 1.12657
16 C 0.13445 -2.60455 -1.05803
17 N -0.97215 -3.39986 -1.56980
18 C 1.03197 -2.82293 0.17353
19 S 0.68461 -4.32012 1.18294
20 N 2.05348 -1.78575 0.30875
21 C 3.07918 -1.75216 1.38822
22 C 2.51079 -1.36362 2.84537
23 C 2.22100 -2.63126 3.80223
24 F 3.57866 -0.61366 3.50664
25 C 1.42113 1.80379 0.83309
26 C 0.92045 3.16070 1.38509
27 H 1.05888 6.77602 0.77917
28 H 0.81764 5.85750 2.41727
29 H -0.53374 5.84084 1.14829
30 H 2.27409 5.44462 -1.21783
31 H 3.13073 3.14401 -2.23587
32 H 2.87416 0.59582 -2.27622
33 H 3.80437 0.17370 -0.75619
34 H 0.59484 0.27459 -3.06298
35 H 0.28301 -1.39676 -3.74583
36 H -1.84374 0.33351 -3.40866
37 H -2.00743 -1.43939 -2.96196
38 H -3.48386 -2.88499 -0.40925
39 H -4.21016 -2.39357 -2.11071
40 H -5.12735 -2.08572 -0.55438
41 H -4.43118 0.77598 -2.78097
42 H -5.48325 0.99171 -1.19274
43 H -3.94249 2.04232 -1.44294
44 H -4.58344 0.33205 1.32458
45 H -3.30359 -0.91377 1.72923
46 H -2.77127 0.90609 1.43806
47 H -0.97810 -4.34205 -1.12658
48 H -0.87660 -3.51938 -2.59488
49 H -0.46153 -4.03486 1.95198
50 H 3.49089 -2.83114 1.47614
51 H 3.97516 -1.06661 1.16177
52 H 1.57636 -0.69186 2.81441
53 H 2.44841 -3.62480 3.29112
54 H 2.90874 -2.57012 4.73181
55 H 1.14907 -2.58616 4.22769
56 H 1.23440 0.80074 1.35339
57 H 0.31590 3.13879 2.35477


[3]
ORCA calculation (wB97M-V/def2-TZVPD) on C2H4INS in the gas phase at a distorted geometry.

ΔE to the lowest compared entry with this formula, charge and spin   2.5 kcal per mole
Charge   0

Cartesian coordinates (Å):
1 C -0.84403 -0.22695 0.19504
2 C 0.38399 0.49235 -0.10425
3 N -0.98388 -1.42374 0.24223
4 S -2.21654 1.12096 -0.03170
5 I -4.28899 -0.03371 0.27022
6 H 1.16482 -0.09708 0.25632
7 H 0.54812 1.52279 0.25278
8 H 0.41197 0.47195 -1.28287
9 H -1.91877 -1.84623 0.11979


[4]
ORCA calculation (wB97M-V/def2-TZVPD) on a gas-phase ion, C4H8N3 (charge +1) at a distorted geometry.

ΔE to the lowest compared entry with this formula, charge and spin   129.3 kcal per mole
Charge   +1

Cartesian coordinates (Å):
1 C 1.22587 0.55074 -0.28873
2 C -0.81791 1.38991 0.01391
3 C -1.38384 -0.06911 -0.01000
4 C 0.89661 -0.85933 -0.47295
5 N 0.62151 1.57358 0.14319
6 N 2.13395 -0.41499 0.27278
7 N -0.25533 -1.04056 0.40173
8 H -1.38718 1.91270 -0.81084
9 H -1.04655 2.05604 0.99228
10 H -2.27886 -0.13015 0.58299
11 H -1.58469 -0.25524 -0.98316
12 H 1.15489 -1.44760 -1.41041
13 H 3.12131 -0.45648 -0.19751
14 H 0.13676 -0.80342 1.33326
15 H -0.53654 -2.00609 0.43346


[5]
ORCA calculation (wB97M-V/def2-TZVPD) on a gas-phase ion, C7H9N2S2 (charge +1) at a distorted geometry.

ΔE to the lowest compared entry with this formula, charge and spin   124.0 kcal per mole
Charge   +1

Cartesian coordinates (Å):
1 C -0.63777 0.97036 0.22555
2 C 1.53381 0.33896 -0.40308
3 C -1.79546 0.41583 0.56503
4 C -0.15548 -1.30549 -0.36553
5 C 2.82091 -1.70911 -0.89702
6 C 1.81578 -2.73950 -0.97923
7 C -2.87787 2.88769 1.30449
8 N 0.45432 -2.32798 -0.69569
9 N 0.35147 0.04625 -0.14937
10 S -1.85285 -1.32274 0.11714
11 S -3.30287 1.16278 1.01876
12 H -0.34451 1.89632 0.57797
13 H 1.98544 1.40604 -0.28830
14 H 3.14174 -1.20723 -1.69420
15 H 3.66069 -1.65941 -0.21069
16 H 1.54969 -3.04242 -2.00126
17 H 2.01688 -3.59120 -0.24805
18 H -3.84563 3.37437 1.28920
19 H -2.17629 3.32331 0.58843
20 H -2.34200 3.08317 2.24587


[6]
ORCA calculation (wB97M-V/def2-TZVPD) on C5H9NO in the gas phase at a distorted geometry.

ΔE to the lowest compared entry with this formula, charge and spin   119.6 kcal per mole
Charge   0

Cartesian coordinates (Å):
1 C -1.71783 -1.15851 -0.00987
2 C -0.58711 -0.30786 -0.51765
3 C -0.70157 1.24130 -0.42124
4 C 0.61442 1.19634 0.35961
5 C 0.76200 -0.24581 0.18825
6 N 1.70732 -1.06981 0.41729
7 O 2.89088 -0.29097 0.48799
8 H -2.56938 -1.10125 -0.69425
9 H -2.05136 -0.81666 0.97720
10 H -1.39592 -2.19850 0.07007
11 H -0.27832 -0.58353 -1.52872
12 H -0.69840 1.73222 -1.40738
13 H -1.54196 1.65783 0.14417
14 H 0.29252 0.45682 1.37872
15 H 1.41638 1.95289 0.25803
16 H 3.57218 -0.95360 0.64336


[7]
ORCA calculation (wB97M-V/def2-TZVPD) on C3H7Cl in the gas phase at a distorted geometry.

ΔE to the lowest compared entry with this formula, charge and spin   0.0 kcal per mole
Charge   0

Cartesian coordinates (Å):
1 C 1.27055 -0.06639 -0.06548
2 C -0.04580 0.63194 -0.02600
3 C -1.05691 -0.44969 0.00812
4 H 1.37998 -0.73819 0.85511
5 H 2.07917 0.58895 0.15235
6 H 1.31638 -0.63777 -0.93391
7 H -0.23094 1.26156 -0.87271
8 H -0.05497 1.26955 0.79929
9 H -0.99714 -1.11363 -0.87950
10 H -0.95415 -0.87048 0.98288
11 Cl -2.70617 0.12416 -0.02014


[8]
ORCA calculation (wB97M-V/def2-TZVPD) on C2H4Cl2 in the gas phase.

ΔE to the lowest compared entry with this formula, charge and spin   1.1 kcal per mole
Charge   0

Cartesian coordinates (Å):
1 Cl -0.16479 1.89637 -0.89743
2 C 0.45602 0.58743 0.14942
3 C -0.24187 -0.72177 -0.09485
4 Cl -1.95697 -0.65866 0.36120
5 H 0.34659 0.91111 1.18106
6 H 1.51761 0.48726 -0.07262
7 H 0.22259 -1.49545 0.51499
8 H -0.17917 -1.00627 -1.14176


What did the fifth record say?
ORCA calculation (wB97M-V/def2-TZVPD) on a gas-phase ion, C7H9N2S2 (charge +1) at a distorted geometry.

ΔE to the lowest compared entry with this formula, charge and spin   124.0 kcal per mole
Charge   +1

Cartesian coordinates (Å):
1 C -0.63777 0.97036 0.22555
2 C 1.53381 0.33896 -0.40308
3 C -1.79546 0.41583 0.56503
4 C -0.15548 -1.30549 -0.36553
5 C 2.82091 -1.70911 -0.89702
6 C 1.81578 -2.73950 -0.97923
7 C -2.87787 2.88769 1.30449
8 N 0.45432 -2.32798 -0.69569
9 N 0.35147 0.04625 -0.14937
10 S -1.85285 -1.32274 0.11714
11 S -3.30287 1.16278 1.01876
12 H -0.34451 1.89632 0.57797
13 H 1.98544 1.40604 -0.28830
14 H 3.14174 -1.20723 -1.69420
15 H 3.66069 -1.65941 -0.21069
16 H 1.54969 -3.04242 -2.00126
17 H 2.01688 -3.59120 -0.24805
18 H -3.84563 3.37437 1.28920
19 H -2.17629 3.32331 0.58843
20 H -2.34200 3.08317 2.24587